1.
17
Properties=species:S:1:pos:R:3:mulliken_charge:R:1 method="wB97M-V/def2-TZVPD" orbital_gap_ev=10.36 smiles="[NH3+][C@@H](CC=O)O[SiH3]" relative_energy_kj_mol=353.9 total_charge=+1 energy_ev=-16728.0498 homo_ha=-0.5289
N -0.430 -0.579 1.617 -0.178
C -0.643 -0.372 0.155 -0.258
C -1.021 1.190 0.038 -0.678
C 0.169 1.985 0.489 0.171
O 0.932 1.570 1.353 -0.487
O 0.738 -0.552 -0.507 -0.162
Si 1.175 -1.327 -1.850 0.159
H -1.254 -0.327 2.163 0.338
H -0.220 -1.465 2.035 0.304
H 0.189 0.291 1.701 0.369
H -1.342 -1.110 -0.251 0.516
H -1.815 1.422 0.752 0.362
H -1.260 1.375 -1.004 0.366
H 0.481 2.907 -0.012 0.413
H 0.393 -2.605 -2.066 -0.085
H 1.378 -0.485 -3.053 -0.079
H 2.531 -1.917 -1.560 -0.069

2.
6
Properties=species:S:1:pos:R:3:mulliken_charge:R:1 method="wB97M-V/def2-TZVPD" orbital_gap_ev=9.72 smiles="[O-]/[NH+]=C/F" relative_energy_kj_mol=356.1 energy_ev=-7321.2684 homo_ha=-0.3335
O -0.979 -0.452 1.304 -0.587
N -0.345 -0.432 0.236 0.228
C 0.239 0.555 -0.356 0.028
F 1.127 0.243 -1.273 -0.212
H -0.404 -1.348 -0.148 0.236
H 0.361 1.434 0.239 0.307